Entry 1:
The following is a DFT calculation (ωB97M-V/def2-TZVPD) of C4H7NO in the gas phase.

Values from the calculation:
SMILES = O=CC[C@H]1CN1
DFT total energy = -7797.47428 eV
HOMO energy = -9.766 eV
Kohn-Sham gap = 10.69 eV
spin multiplicity = 1
LUMO energy = 0.926 eV

Geometry (Å):
O 1.43794 -0.91887 -1.64125
C 0.29940 -1.27033 -1.43047
C -0.75179 -0.35166 -0.84515
C -0.50175 -0.07422 0.62903
C 0.76134 0.55796 1.06457
N -0.47538 1.33534 1.01359
H -0.01081 -2.31472 -1.65130
H -1.75165 -0.77181 -1.00036
H -0.68775 0.60965 -1.36406
H -0.96014 -0.77603 1.32518
H 1.50422 0.81379 0.31418
H 1.16540 0.27509 2.03378
H -0.86017 1.46469 1.94499

Cartesian forces (eV/Å) of the 2 atoms listed first:
O -0.6 -0.2 0.1
C 0.4 0.1 0.0

Results of the Mulliken charge analysis, in e, for atoms 1 through 6: number 1, O, carries -0.46; number 2, C, carries 0.07; number 3, C, carries -0.72; number 4, C, carries 0.08; number 5, C, carries -0.44; number 6, N, carries -0.62


Entry 2:
The following is a DFT calculation (ωB97M-V/def2-TZVPD) of C4H7NO in the gas phase.

Values from the calculation:
SMILES = C=C=NCOC
DFT total energy = -7796.96283 eV
HOMO energy = -8.954 eV
Kohn-Sham gap = 9.96 eV
spin multiplicity = 1
LUMO energy = 1.001 eV

Geometry (Å):
C 2.30905 1.40047 0.59092
C 1.77436 0.57800 -0.27298
N 1.34728 -0.19856 -1.12156
C -0.01683 -0.65940 -1.06427
O -0.71442 -0.03101 -0.02790
C -2.03046 -0.50270 0.12211
H 2.76965 1.01706 1.49370
H 2.22852 2.47136 0.44760
H -0.48332 -0.44481 -2.03829
H 0.00412 -1.75291 -0.93896
H -2.58353 0.25002 0.68758
H -2.52735 -0.64567 -0.84815
H -2.06385 -1.45137 0.67628

Cartesian forces (eV/Å) of the 2 atoms listed first:
C -0.1 0.0 0.0
C -0.1 -0.3 -0.4

Results of the Mulliken charge analysis, in e, for atoms 1 through 6: number 1, C, carries -0.94; number 2, C, carries 0.70; number 3, N, carries -0.50; number 4, C, carries -0.25; number 5, O, carries -0.27; number 6, C, carries -0.69


Entry 3:
The following is a DFT calculation (ωB97M-V/def2-TZVPD) of 2 unconnected molecules or ions with the total composition C4H7NO.

Values from the calculation:
DFT total energy = -7794.69416 eV
HOMO energy = -7.817 eV
Kohn-Sham gap = 7.16 eV
spin multiplicity = 1
LUMO energy = -0.659 eV

Geometry (Å):
O 1.23036 -0.12544 1.53883
C 1.02742 0.18885 -0.49368
C -0.04712 -0.68989 -0.98897
C -1.00303 -0.33758 0.13951
C -1.81928 0.79511 -0.08953
N -2.41613 1.77388 -0.30562
H 1.48543 0.69069 1.99974
H 2.07464 -0.09193 -0.46874
H 0.81391 1.25481 -0.51332
H 0.24977 -1.74078 -0.96211
H -0.38427 -0.43879 -2.00473
H 0.22147 -0.11286 1.45339
H -1.43316 -1.16606 0.69524

Cartesian forces (eV/Å) of the 2 atoms listed first:
O 0.0 0.2 0.2
C 0.0 0.0 -0.3

Results of the Mulliken charge analysis, in e, for atoms 1 through 6: number 1, O, carries -0.65; number 2, C, carries -0.43; number 3, C, carries -0.15; number 4, C, carries -1.12; number 5, C, carries 0.48; number 6, N, carries -0.54


Entry 4:
The following is a DFT calculation (ωB97M-V/def2-TZVPD) of C4H7NO in the gas phase.

Values from the calculation:
DFT total energy = -7794.38385 eV
HOMO energy (spin up / spin down) = -8.861 / -9.016 eV
Kohn-Sham gap (spin up / spin down) = 8.49 / 8.87 eV
spin multiplicity = 1
LUMO energy (spin up / spin down) = -0.372 / -0.146 eV

Geometry (Å):
C -1.46311 -0.93754 0.84100
N -0.30228 -0.78112 -0.01060
C 1.42692 0.33734 0.51686
C 0.11144 0.46063 -0.42646
C 0.64626 0.64535 -1.80904
O 0.71982 1.72997 -2.33342
H -1.33253 -1.86852 1.39868
H -2.40026 -1.06547 0.26348
H -1.62036 -0.10044 1.53108
H 1.52589 1.18216 1.20987
H 1.93090 -0.53884 0.92940
H -0.49634 1.31884 -0.07452
H 1.08143 -0.28010 -2.23589

Cartesian forces (eV/Å) of the 2 atoms listed first:
C 0.2 0.1 0.1
N -0.5 -1.2 0.1

Results of the Mulliken charge analysis, in e, for atoms 1 through 6: number 1, C, carries -0.74; number 2, N, carries -0.51; number 3, C, carries -0.85; number 4, C, carries 0.50; number 5, C, carries -0.18; number 6, O, carries -0.47


Taking the records one at a time from the top gives ΔE to the lowest compared entry with this formula, charge and spin values of 50.04 61.84 114.16 121.31 kcal/mol.